Version 1
Formula: C4H8OS
Source: OMol25
Level of theory: ωB97M-V with the def2-TZVPD basis set

Calculated values
- Kohn-Sham gap: 0.3417 Eh
- Total charge: 0

Structure (XYZ):
```
14
Properties=species:S:1:pos:R:3:lowdin_charge:R:1
C -2.62402 0.68263 -0.08435 -0.427
C -0.26071 0.45596 -0.10003 -0.680
C 2.07018 0.12974 0.46986 -0.258
C 3.28398 0.16245 -0.24854 -0.059
H -3.85365 0.44515 0.28609 0.111
H -2.38964 1.64946 0.66402 0.097
H -2.71746 0.98234 -1.15212 0.022
H -0.22559 0.67629 0.96538 0.043
H -0.48091 1.45268 -0.48240 0.097
H 2.10838 0.22402 1.98079 0.239
H 3.47767 -0.10081 -1.48918 0.144
H 4.00958 0.14591 0.74133 0.073
O 0.97415 -0.24582 -0.38263 -0.245
S -1.40864 -0.75583 0.08284 0.844
```


Version 2
Formula: C4H8OS
Source: OMol25
Level of theory: ωB97M-V with the def2-TZVPD basis set

Calculated values
- Kohn-Sham gap: 0.3507 Eh
- Total charge: 0

Structure (XYZ):
```
14
Properties=species:S:1:pos:R:3:lowdin_charge:R:1
C -0.12445 -1.32276 0.45049 -0.541
C -1.38745 -0.85252 -0.31631 -0.249
C -0.48988 1.41322 -0.20473 -0.438
C 0.78914 1.28540 0.38951 -0.316
H -0.05465 -0.62997 1.55405 0.134
H -0.02333 -2.59071 0.88617 0.160
H -1.42585 -0.82566 -1.38847 0.101
H -2.47230 -1.23164 0.18983 0.180
H -0.44894 1.25370 -1.23612 0.097
H -0.89170 2.43307 -0.05936 0.143
H 1.73376 1.97668 0.00073 0.149
H 0.94532 1.08954 1.42528 0.047
O -1.35012 0.47659 0.18196 -0.232
S 1.29466 -0.52674 -0.29635 0.766
```


It is version 2 that is the most stable of them.


Version 1
Formula: C2H3NS3
Source: OMol25
Level of theory: ωB97M-V with the def2-TZVPD basis set

Calculated values
- Kohn-Sham gap: 0.2801 Eh
- Total charge: 0

Structure (XYZ):
```
9
Properties=species:S:1:pos:R:3:lowdin_charge:R:1
C -0.12497 -1.03949 2.51165 -1.400
C -0.57606 0.73457 -1.28118 -0.118
N 0.59596 0.33186 -1.20172 -0.642
S 1.20750 -0.20610 2.55691 0.686
S -1.52434 -1.68999 2.66367 0.731
S 1.44180 -0.77813 -2.11042 0.413
H -1.23903 0.32029 -2.04033 0.077
H -1.10632 1.55125 -0.61062 0.130
H 1.32547 0.77573 -0.48796 0.121
```


Version 2
Formula: C2H3NS3
Source: OMol25
Level of theory: ωB97M-V with the def2-TZVPD basis set

Calculated values
- Structure (SMILES): S[C@@H]1SC=NS1
- Kohn-Sham gap: 0.3324 Eh
- Total charge: 0

Structure (XYZ):
```
9
Properties=species:S:1:pos:R:3:lowdin_charge:R:1
S 2.06848 -0.48378 0.61436 0.645
C 0.69122 -0.07411 -0.48403 -1.141
S -0.10999 1.47418 -0.07070 0.820
C -1.59250 0.75608 0.57718 -0.582
N -1.82497 -0.47025 0.43732 -0.470
S -0.78997 -1.45800 -0.30746 0.797
H 2.81874 -1.06738 -0.32430 -0.144
H 1.02239 -0.08929 -1.51231 0.006
H -2.28341 1.41255 1.06995 0.069
```


It is version 2 that is the most stable of them.


Version 1
Formula: C2H3N3O
Source: OMol25
Level of theory: ωB97M-V with the def2-TZVPD basis set

Calculated values
- Kohn-Sham gap: 0.3980 Eh
- Total charge: 0

Structure (XYZ):
```
9
Properties=species:S:1:pos:R:3:lowdin_charge:R:1
O 0.33553 -1.80838 -0.76355 0.083
C 0.16045 -0.56003 -0.31709 -0.420
N 0.13491 0.50447 -1.12177 0.066
N 0.05278 1.57491 -0.35885 -0.070
N -0.05578 1.18122 1.00004 -0.015
C -0.02366 -0.15890 1.00154 -0.070
H 0.44506 -1.76275 -1.72547 0.120
H -0.94645 1.77122 0.38191 0.191
H -0.10710 -0.74478 1.90524 0.115
```


Version 2
Formula: C2H3N3O
Source: OMol25
Level of theory: ωB97M-V with the def2-TZVPD basis set

Calculated values
- Structure (SMILES): Nc1cnon1
- Kohn-Sham gap: 0.3880 Eh
- Total charge: 0

Structure (XYZ):
```
9
Properties=species:S:1:pos:R:3:lowdin_charge:R:1
N 0.84823 -0.61134 -1.16457 0.109
C 0.19648 0.04104 -0.13337 -0.404
C -0.84050 -0.38390 0.75550 -0.074
N -1.01267 0.54100 1.65294 0.063
O -0.13516 1.51879 1.36365 -0.097
N 0.59554 1.22162 0.25701 0.103
H 1.50927 0.01924 -1.60172 0.095
H 0.26920 -1.07656 -1.85019 0.093
H -1.43669 -1.28556 0.78068 0.114
```


It is version 2 that is the most stable of them.


Version 1
Formula: C2H3N3O
Source: OMol25
Level of theory: ωB97M-V with the def2-TZVPD basis set

Calculated values
- Structure (SMILES): Oc1nc[nH]n1
- Kohn-Sham gap (alpha / beta): 0.3080 / 0.3079 Eh
- Total charge: 0

Structure (XYZ):
```
9
Properties=species:S:1:pos:R:3:lowdin_charge:R:1
O -0.37772 -0.02576 1.77245 -0.019
C -0.13716 -0.93292 0.63289 -0.338
N -1.07294 -0.23241 -0.12040 0.078
C -0.33994 0.47609 -0.90320 -0.183
N 0.96181 0.07431 -0.80414 0.013
N 1.12695 -0.84739 0.14482 0.104
H -1.24543 -0.25443 2.11066 0.080
H -0.65328 1.32606 -1.48950 0.119
H 1.73772 0.41645 -1.34359 0.147
```


Version 2
Formula: C2H3N3O
Source: OMol25
Level of theory: ωB97M-V with the def2-TZVPD basis set

Calculated values
- Structure (SMILES): Nc1cnon1
- Kohn-Sham gap: 0.3887 Eh
- Total charge: 0

Structure (XYZ):
```
9
Properties=species:S:1:pos:R:3:lowdin_charge:R:1
N 1.18118 0.67547 -0.76602 0.108
C 0.08769 0.21196 -0.05639 -0.403
C -0.27204 -1.09792 0.39497 -0.074
N -1.31504 -0.99186 1.16389 0.062
O -1.62239 0.31668 1.20993 -0.097
N -0.77573 1.05388 0.44469 0.103
H 1.10843 1.67988 -0.88620 0.095
H 1.39974 0.21011 -1.63598 0.093
H 0.15529 -2.07228 0.20834 0.113
```


Version 3
Formula: C2H3N3O
Source: OMol25
Level of theory: ωB97M-V with the def2-TZVPD basis set

Calculated values
- Kohn-Sham gap: 0.3759 Eh
- Total charge: 0

Structure (XYZ):
```
9
Properties=species:S:1:pos:R:3:lowdin_charge:R:1
C -0.20937 0.76028 -0.29927 -0.547
C 0.21571 -1.23966 -0.41646 -0.121
H -0.28663 2.65147 -0.14898 0.089
H 0.38436 -2.15703 -0.44433 0.048
H -0.00688 -1.24105 1.51655 0.071
N -0.49963 1.87320 -0.88500 0.121
N -0.17329 -0.35430 -1.27236 0.191
N 0.61540 -0.83146 0.93569 0.125
O -0.03966 0.53855 1.01416 0.023
```


Version 4
Formula: C2H3N3O
Source: OMol25
Level of theory: ωB97M-V with the def2-TZVPD basis set

Calculated values
- Kohn-Sham gap: 0.3591 Eh
- Total charge: 0

Structure (XYZ):
```
9
Properties=species:S:1:pos:R:3:lowdin_charge:R:1
N 1.59444 -0.09199 0.09302 0.151
C 0.54344 -0.41615 -0.61982 -0.527
N -0.37104 0.51283 -1.09715 0.140
C -1.21372 0.35269 -0.11100 -0.211
N -0.88540 -0.63943 0.80899 0.045
O -0.06272 -1.48309 -0.06940 -0.059
H 1.91162 0.84882 -0.14086 0.091
H 0.54086 -0.09287 1.06089 0.246
H -2.05748 1.00920 0.07533 0.124
```


It is version 2 that is the most stable of them.


Version 1
Formula: C2H3N3O
Source: OMol25
Level of theory: ωB97M-V with the def2-TZVPD basis set

Calculated values
- Kohn-Sham gap: 0.3493 Eh
- Total charge: 0

Structure (XYZ):
```
9
Properties=species:S:1:pos:R:3:lowdin_charge:R:1
N 0.83451 -1.35544 -0.39026 0.113
C 0.15914 -0.17722 -0.21844 -0.453
N 0.60499 0.99755 -0.56085 0.103
O -0.23973 1.92612 -0.06859 -0.103
N -1.34967 1.20885 0.52636 0.005
C -1.13678 -0.10637 0.43003 -0.009
H 1.54895 -1.35289 -1.10033 0.097
H 0.23290 -2.16725 -0.39243 0.092
H -1.27297 0.91014 1.56632 0.154
```


Version 2
Formula: C2H3N3O
Source: OMol25
Level of theory: ωB97M-V with the def2-TZVPD basis set

Calculated values
- Kohn-Sham gap: 0.3687 Eh
- Total charge: 0

Structure (XYZ):
```
9
Properties=species:S:1:pos:R:3:lowdin_charge:R:1
C 0.84581 -0.36428 -0.08132 -0.565
C -0.75869 0.68302 -0.05184 -0.239
H 2.29755 0.56552 0.25470 0.133
H -1.57855 1.44082 0.02755 0.137
H -2.07466 -0.92307 -0.07193 0.086
N 0.42651 0.89646 -0.10068 0.159
N -1.21012 -0.62789 0.12816 0.055
N -0.06334 -1.30336 -0.13761 0.106
O 2.11547 -0.36722 0.03297 0.129
```


It is version 2 that is the most stable of them.


Version 1
Formula: C2H3N3O
Source: OMol25
Level of theory: ωB97M-V with the def2-TZVPD basis set

Calculated values
- Structure (SMILES): Oc1ncn[nH]1
- Kohn-Sham gap: 0.3909 Eh
- Total charge: 0

Structure (XYZ):
```
9
Properties=species:S:1:pos:R:3:lowdin_charge:R:1
O 1.64115 0.95984 0.56986 0.127
C 0.50043 0.43497 0.15426 -0.556
N -0.36473 0.93131 -0.68803 0.140
C -1.11773 -0.18193 -0.95609 -0.221
N -0.82370 -1.27120 -0.28840 0.016
N 0.19272 -0.86090 0.58780 0.027
H 2.15896 0.23278 0.96015 0.136
H -1.93467 -0.15331 -1.67009 0.110
H -0.25242 -0.09154 1.33054 0.222
```


Version 2
Formula: C2H3N3O
Source: OMol25
Level of theory: ωB97M-V with the def2-TZVPD basis set

Calculated values
- Kohn-Sham gap (alpha / beta): 0.3119 / 0.3108 Eh
- Total charge: 0

Structure (XYZ):
```
9
Properties=species:S:1:pos:R:3:lowdin_charge:R:1
C -1.40812 0.95069 -0.00086 -0.200
C 0.52003 -0.09596 0.02027 -0.257
N -0.06351 1.02199 0.03083 0.081
N -1.18685 -1.28653 -0.02427 0.070
N 1.73865 -0.58311 0.08208 0.127
O -1.93134 -0.24997 -0.01877 -0.164
H -2.05057 1.80536 0.03149 0.120
H 2.53427 0.01530 -0.09720 0.114
H 1.84744 -1.57778 -0.02358 0.110
```


It is version 1 that is the most stable of them.


Version 1
Formula: C2H3N3O
Source: OMol25
Level of theory: ωB97M-V with the def2-TZVPD basis set

Calculated values
- Structure (SMILES): N1=NC1[C@@H]1NO1
- Kohn-Sham gap: 0.3762 Eh
- Total charge: 0

Structure (XYZ):
```
9
Properties=species:S:1:pos:R:3:lowdin_charge:R:1
N -2.03220 0.61787 -0.40844 0.129
N -1.87476 -0.56067 0.02889 0.138
C -0.85283 0.35821 0.26270 -0.354
C 0.65614 0.17296 -0.45864 -0.360
N 1.52228 -0.86776 -0.08394 0.062
O 1.85316 0.52881 0.07213 -0.008
H -0.70737 0.68825 1.33384 0.131
H 0.38538 0.34184 -1.52294 0.135
H 1.05021 -1.27951 0.77641 0.126
```


Version 2
Formula: C2H3N3O
Source: OMol25
Level of theory: ωB97M-V with the def2-TZVPD basis set

Calculated values
- Kohn-Sham gap: 0.2392 Eh
- Total charge: 0

Structure (XYZ):
```
9
Properties=species:S:1:pos:R:3:lowdin_charge:R:1
C 1.07854 -1.15874 -0.21529 -0.130
C 0.28379 -0.04736 -0.20056 -0.027
N 1.02697 1.01470 0.08880 0.002
N 2.21010 0.63920 0.24519 0.022
N -2.56017 0.92201 -0.24443 0.142
O 2.30393 -0.72038 0.06693 -0.026
H 0.91376 -2.20038 -0.38741 0.112
H -2.33443 1.51459 0.54810 -0.044
H -2.92248 0.03635 0.09866 -0.051
```


It is version 1 that is the most stable of them.


Version 1
Formula: C2H3N3O
Source: OMol25
Level of theory: ωB97M-V with the def2-TZVPD basis set

Calculated values
- Structure (SMILES): CN=C=NN=O
- Kohn-Sham gap: 0.3545 Eh
- Total charge: 0

Structure (XYZ):
```
9
Properties=species:S:1:pos:R:3:lowdin_charge:R:1
C -1.70900 -0.19275 0.26393 -0.071
N -0.34229 -0.43271 -0.09614 0.100
C 0.67154 0.04111 -0.48736 -0.196
N 1.70773 0.48993 -1.04942 0.039
N 2.92709 0.53033 -0.36236 -0.098
O 2.93526 -0.02814 0.69953 -0.036
H -1.80024 0.68285 0.91238 0.090
H -2.27600 -0.02387 -0.65383 0.091
H -2.11409 -1.06676 0.77327 0.081
```


Version 2
Formula: C2H3N3O
Source: OMol25
Level of theory: ωB97M-V with the def2-TZVPD basis set

Calculated values
- Kohn-Sham gap: 0.3312 Eh
- Total charge: 0

Structure (XYZ):
```
9
Properties=species:S:1:pos:R:3:lowdin_charge:R:1
O -0.31253 0.53821 -2.16000 0.082
C -0.34723 0.58869 -0.85228 -0.241
N -1.00295 -0.00339 0.01893 -0.075
N -0.71219 -0.58576 1.11211 -0.001
C 1.46165 -0.04071 1.11283 -0.096
N 1.65085 0.39005 0.04137 0.072
H -0.54569 -0.35001 -2.47997 0.131
H -1.50489 -0.48105 1.75080 0.064
H 1.60013 -0.41200 2.10619 0.065
```


It is version 1 that is the most stable of them.